Entry 1:
C30H56MgO19S6 | wB97M-V/def2-TZVPD

Values from the calculation:
HOMO, eV: -6.84
LUMO, eV: -0.66
Frontier orbital gap, eV: 6.2

CARTESIAN COORDINATES (ANGSTROEM)
Mg: -28.47839 10.92372 -0.20194
C: -25.18327 6.86591 0.24476
C: -26.42294 7.42323 0.08087
C: -26.62113 8.51273 -0.95888
O: -27.67129 9.23664 -0.90912
C: -25.57382 8.87363 -1.77598
C: -24.19714 8.45417 -1.54025
C: -23.99903 7.36676 -0.35168
O: -22.87274 7.05393 0.03329
O: -23.29276 8.82528 -2.28444
O: -27.43696 6.73522 0.47153
H: -25.08960 5.94048 0.79689
H: -25.66893 9.74396 -2.41160
C: -21.96140 4.27374 1.70427
C: -20.75923 4.85639 0.93270
C: -19.85755 5.69339 1.84661
O: -18.58753 5.03338 1.73366
C: -18.71756 3.86530 1.06503
O: -17.77621 3.14354 0.90930
O: -19.97240 3.63382 0.69681
H: -22.57787 5.16375 1.88109
H: -21.68532 3.81839 2.64883
H: -22.53335 3.66140 1.01030
H: -20.96798 5.35040 -0.00975
H: -20.22906 5.81560 2.86027
H: -19.74425 6.65974 1.35376
C: -24.57875 3.53104 -1.52182
C: -25.95259 4.13688 -1.83679
C: -25.94031 5.32256 -2.81114
O: -26.53531 4.73054 -3.95049
C: -27.24407 3.62929 -3.59550
O: -28.04978 3.15916 -4.32547
O: -26.76552 3.12060 -2.44359
H: -24.19221 2.97156 -2.37935
H: -24.68869 2.76917 -0.74937
H: -23.82513 4.27455 -1.26659
H: -26.40911 4.37733 -0.87562
H: -24.92669 5.65490 -3.04617
H: -26.48603 6.21572 -2.50333
C: -19.15306 8.50291 -2.66327
C: -19.76866 9.54666 -1.76077
C: -20.64356 9.08993 -0.57185
O: -20.01111 9.73105 0.54935
C: -19.19407 10.68880 0.09128
O: -18.90447 11.65396 0.73605
O: -18.74123 10.39058 -1.13450
H: -18.33996 8.94907 -3.23472
H: -19.91702 8.10994 -3.33121
H: -18.71586 7.71008 -2.05412
H: -20.30734 10.30456 -2.32792
H: -20.78464 8.01544 -0.66583
H: -21.62888 9.53494 -0.67624
C: -22.36841 11.16187 -4.28341
S: -22.37979 12.98567 -4.55250
O: -23.79722 13.44552 -4.41602
C: -21.50770 13.68147 -3.06457
H: -23.16153 10.82613 -4.95361
H: -22.66830 10.81531 -3.29438
H: -21.41717 10.78153 -4.64817
H: -20.42608 13.70619 -3.15041
H: -21.80968 12.98900 -2.27330
H: -21.94961 14.63313 -2.78265
C: -24.94912 5.09753 6.34890
S: -25.25435 6.63480 5.43578
O: -24.69295 7.79504 6.20321
C: -24.32180 6.31451 3.92740
H: -25.82786 4.46154 6.41150
H: -24.82506 5.51602 7.35453
H: -24.01924 4.56382 6.16044
H: -25.05640 6.08798 3.15145
H: -23.67126 5.43938 3.89960
H: -23.75295 7.19731 3.64233
C: -28.71565 11.66676 -4.06650
S: -27.94185 12.75488 -2.86585
O: -28.18340 12.19039 -1.48341
C: -26.22842 12.44625 -3.39277
H: -28.34802 10.64481 -4.10435
H: -28.63339 12.21411 -5.00951
H: -29.79742 11.64473 -3.92424
H: -26.06423 12.92562 -4.35580
H: -25.90035 11.41455 -3.50409
H: -25.63685 12.95037 -2.63236
C: -26.10634 13.04601 2.81703
S: -25.77224 11.63511 1.68608
O: -27.03823 11.45703 0.89046
C: -24.62755 12.51759 0.58938
H: -25.47462 13.93167 2.80253
H: -26.37726 12.76802 3.83563
H: -27.08186 13.42600 2.48414
H: -23.60773 12.51099 0.98122
H: -25.01890 13.52217 0.45191
H: -24.48303 11.98341 -0.35120
C: -32.64187 10.87626 -0.66789
S: -31.39941 10.46919 -1.91285
O: -30.01962 10.54314 -1.32738
C: -31.81700 8.65678 -1.96297
H: -32.62465 10.22930 0.20554
H: -33.61966 10.81525 -1.15222
H: -32.57584 11.91851 -0.35316
H: -32.79684 8.66857 -2.44134
H: -31.74914 8.26522 -0.94942
H: -31.17900 7.99744 -2.55130
C: -31.17953 9.77357 3.33643
S: -30.47250 9.24294 1.74571
O: -29.22973 9.96412 1.33928
C: -29.98716 7.55019 2.18055
H: -31.53846 10.79694 3.39869
H: -30.36404 9.77080 4.07577
H: -31.81838 8.99684 3.75256
H: -29.31126 7.51846 3.03644
H: -29.46111 7.13212 1.31833
H: -30.88511 6.99384 2.44865

Atomic partial charges in e from the Mulliken method, atoms 1 to 4: atom 1 (Mg): 1.015, atom 2 (C): 0.421, atom 3 (C): -0.053, atom 4 (C): 0.536



Entry 2:
C30H58BBr2F8N2O10SSi | wB97M-V/def2-TZVPD

Values from the calculation:
HOMO, eV: -11.23
LUMO, eV: -3.19
Charge: +1
Frontier orbital gap, eV: 8.0

CARTESIAN COORDINATES (ANGSTROEM)
C: 1.64386 -3.39804 4.26875
C: 1.84907 -2.22119 3.14638
F: 2.28314 -0.98360 3.89668
C: 0.46075 -1.78606 2.35457
C: 0.60200 -1.79380 0.72352
F: 0.94722 -3.26924 0.57660
N: 1.72947 -0.99452 0.13236
C: 1.38689 0.09798 -0.84129
C: 2.75697 0.78652 -1.42253
O: 3.92597 -0.13821 -1.52564
C: 5.18597 0.60903 -1.65222
F: 6.18244 -0.36362 -2.23871
F: 5.13575 1.75684 -2.58605
F: 5.66834 0.92557 -0.28863
C: 0.22557 1.16831 -0.26690
C: 0.87480 1.74262 1.10848
B: 0.34983 3.11102 1.80346
O: -0.40954 2.95391 3.09877
O: 0.60565 4.51696 1.45046
Si: 0.04412 2.62873 -1.49660
C: 1.57651 3.86117 -1.51627
C: -0.10635 2.06445 -3.37420
C: -1.41292 3.85352 -1.20484
C: -1.14467 0.21502 -0.08024
C: -2.38182 0.61210 -1.09107
C: -3.69905 -0.42978 -1.00909
C: -5.13888 0.36392 -1.07109
F: -5.30398 1.39450 -0.00669
Br: -5.27786 1.21460 -2.91110
C: -6.44431 -0.64870 -0.92517
F: -6.57119 -1.22518 0.43276
F: -7.69784 0.14733 -1.20097
Br: -6.45797 -2.16940 -2.22276
O: -1.52825 0.45138 1.30781
N: -2.71161 0.85096 1.61192
O: -2.90864 2.04133 1.70849
C: -0.79164 -1.43039 -0.10841
C: -1.01705 -2.21985 -1.49053
C: 0.22646 -2.86553 -2.32354
C: 0.16475 -4.53455 -2.43065
C: -1.17643 -5.09707 -3.17825
S: -1.59394 -4.28766 -4.81172
O: -2.36215 -5.32438 -5.66928
O: -2.62954 -3.14566 -4.48563
O: -0.25712 -3.73664 -5.71444
H: 1.51870 -4.41298 3.69985
H: 0.78431 -3.13966 5.01968
H: 2.66474 -3.44753 4.88507
H: 2.73847 -2.42998 2.38166
H: 0.05908 -0.83603 2.86452
H: -0.31411 -2.65919 2.61141
H: 2.30776 -0.60229 0.93728
H: 2.38318 -1.72782 -0.28257
H: 0.90334 -0.26660 -1.87192
H: 2.62009 1.15510 -2.55222
H: 3.16783 1.70651 -0.84220
H: 0.92042 0.92621 1.98149
H: 2.04287 1.96773 0.96047
H: -0.48927 1.97802 3.32162
H: 1.24288 4.90330 2.12983
H: 1.26354 4.98543 -1.47434
H: 2.24068 3.66478 -0.54572
H: 2.19486 3.71684 -2.51983
H: 0.69318 2.64132 -4.03168
H: -0.01102 0.90188 -3.46919
H: -1.19016 2.38274 -3.76026
H: -2.13132 3.81426 -2.13276
H: -1.09641 4.98248 -1.07528
H: -2.04640 3.56965 -0.23975
H: -2.08335 0.47465 -2.24160
H: -2.90536 1.63340 -0.86860
H: -3.61403 -1.08903 -0.02284
H: -3.70655 -1.18357 -1.93461
H: -1.62617 -1.86041 0.63974
H: -1.62084 -1.65067 -2.35052
H: -1.72756 -3.15654 -1.26013
H: 1.29675 -2.63174 -1.91880
H: 0.23584 -2.50886 -3.46330
H: 1.10586 -4.84229 -3.06513
H: 0.33626 -4.95143 -1.34633
H: -1.04464 -6.25660 -3.38454
H: -2.07903 -4.96939 -2.42345
H: 0.59787 -3.84710 -5.20345
C: -0.57207 -8.78156 3.44283
C: -0.91784 -7.30378 3.38048
O: 0.13356 -6.49565 2.85784
C: 0.54531 -6.77176 1.52152
C: -0.55959 -6.58252 0.49671
H: 0.36139 -8.93678 3.99333
H: -1.37188 -9.34072 3.93776
H: -0.43640 -9.20513 2.44391
H: -1.10773 -6.94622 4.39763
H: -1.84209 -7.13688 2.81620
H: 0.97706 -7.77551 1.45719
H: 1.35521 -6.07083 1.29539
H: -1.36728 -7.30647 0.63727
H: -0.16731 -6.71208 -0.51701
H: -0.99788 -5.58283 0.58099
C: 2.50672 10.75991 2.21714
C: 2.95184 9.36488 1.81338
O: 2.04883 8.34004 2.22072
C: 0.72772 8.40694 1.68995
C: 0.67874 8.30965 0.17502
H: 2.31024 10.80620 3.29312
H: 3.27775 11.49472 1.96634
H: 1.58637 11.05239 1.70422
H: 3.90761 9.14825 2.30131
H: 3.13430 9.30419 0.73471
H: 0.22136 9.31001 2.04508
H: 0.18038 7.55818 2.11232
H: 1.15561 9.17207 -0.29934
H: -0.35856 8.26835 -0.17225
H: 1.20354 7.41366 -0.17192

Atomic partial charges in e from the Mulliken method, atoms 1 to 4: atom 1 (C): -0.960, atom 2 (C): 0.441, atom 3 (F): -0.393, atom 4 (C): -0.734



Entry 3:
C30H59BCl2F5NO13PS | wB97M-V/def2-TZVPD

Values from the calculation:
HOMO, eV: -4.92
LUMO, eV: 2.01
Charge: -1
Frontier orbital gap, eV: 6.9

CARTESIAN COORDINATES (ANGSTROEM)
C: -1.13444 -5.73651 6.98550
C: -2.04657 -4.48760 6.88630
O: -1.79383 -3.88929 5.64800
C: -2.92984 -3.20872 5.11396
P: -2.82763 -3.05584 3.18674
O: -2.73119 -3.25574 1.42046
C: -4.72403 -3.24335 3.21651
C: -5.46693 -2.76706 1.92879
C: -6.72231 -1.96430 2.35160
F: -7.68292 -2.75549 2.94883
B: -2.33082 -4.96968 3.28762
O: -1.10654 -5.40287 2.72036
O: -3.12427 -6.00661 3.86948
O: -3.11436 -1.35675 3.12120
C: -2.03071 -0.55053 2.74066
C: -2.39371 -0.24256 1.24940
C: -3.80606 0.33882 1.08085
F: -4.36573 -0.19376 -0.07521
N: -2.02560 0.83512 3.32554
C: -2.92605 1.03502 4.11370
S: -4.15950 1.06101 5.14878
C: -0.72594 -1.41635 3.00819
C: 0.13148 -1.29905 1.71186
C: 1.56429 -1.86356 1.86525
O: 2.34130 -1.74242 0.67024
C: 1.96381 -2.64332 -0.32430
C: 2.34461 -4.11532 -0.00372
F: 3.23327 -4.21208 0.96032
F: 2.77296 -4.76978 -1.07281
F: 1.25002 -4.75781 0.40823
C: 0.11974 -1.13928 4.30053
Cl: 1.01333 -2.62528 4.85661
C: -0.67675 -0.55992 5.51644
C: -0.27825 -1.10781 6.91172
Cl: -0.23310 1.22009 5.62220
O: -1.10339 -2.76160 3.14151
H: -1.55727 -6.56285 6.40154
H: -0.11805 -5.51099 6.64430
H: -1.05620 -6.08632 8.02736
H: -1.82081 -3.83655 7.74916
H: -3.08063 -4.84501 7.00609
H: -3.17533 -2.25748 5.63706
H: -3.79537 -3.86829 5.29299
H: -3.20268 -4.05025 1.17674
H: -5.08221 -4.25221 3.45516
H: -5.08591 -2.59433 4.03283
H: -5.83624 -3.63790 1.36769
H: -4.89225 -2.07985 1.30491
H: -6.38827 -1.19958 3.07189
H: -7.12666 -1.39502 1.49890
H: -1.25933 -6.17524 2.17012
H: -3.81649 -6.28942 3.27054
H: -1.68693 0.53091 0.90590
H: -2.27251 -1.09162 0.57345
H: -4.47110 0.20151 1.93774
H: -3.72997 1.42271 0.91455
H: 0.24976 -0.24853 1.40109
H: -0.34183 -1.89841 0.92712
H: 2.13431 -1.35243 2.65042
H: 1.46699 -2.90224 2.21666
H: 0.91589 -2.56737 -0.63484
H: 2.56100 -2.39079 -1.21525
H: 0.90413 -0.41701 4.05185
H: -1.75720 -0.70651 5.45208
H: -0.82972 -0.46646 7.62196
H: -0.64226 -2.12278 7.07290
H: 0.77965 -0.95926 7.13239
C: 3.90492 5.75001 -1.97293
O: 3.54492 4.46760 -1.51191
C: 2.30755 4.03106 -2.05246
C: 2.22359 2.51761 -2.05136
O: 2.97344 1.90295 -3.09426
C: 4.38881 1.87717 -2.94000
C: 4.86479 0.88986 -1.89388
O: 4.69535 1.42076 -0.59401
C: 4.60163 0.40345 0.38923
H: 3.17626 6.50115 -1.64799
H: 4.87882 5.99394 -1.55117
H: 3.98959 5.75942 -3.06628
H: 2.19244 4.39409 -3.08033
H: 1.50265 4.44517 -1.43119
H: 1.18360 2.24564 -2.24942
H: 2.48168 2.10326 -1.07618
H: 4.78653 2.87633 -2.75834
H: 4.77349 1.54711 -3.90840
H: 5.93428 0.68521 -2.04207
H: 4.30218 -0.04550 -2.00128
H: 3.75520 -0.25980 0.18227
H: 4.43790 0.88344 1.35292
H: 5.52968 -0.17863 0.43355
C: 0.30582 6.56332 -9.83321
O: 0.83118 5.37763 -9.28007
C: 2.22685 5.25175 -9.50224
C: 2.85870 4.35195 -8.45796
O: 3.04966 4.98118 -7.19837
C: 1.88972 5.18255 -6.39702
C: 1.35040 3.91057 -5.77416
O: 0.60366 3.16463 -6.72200
C: 0.54295 1.79345 -6.38791
H: 0.41689 6.56900 -10.92324
H: -0.75320 6.60595 -9.58368
H: 0.79796 7.44306 -9.40283
H: 2.70933 6.23554 -9.46738
H: 2.37382 4.81315 -10.49828
H: 3.86385 4.10070 -8.80583
H: 2.31135 3.41390 -8.35607
H: 1.11612 5.71800 -6.94880
H: 2.21746 5.83560 -5.58410
H: 0.67939 4.16475 -4.94229
H: 2.18641 3.31442 -5.39027
H: 1.54849 1.36248 -6.33307
H: -0.01180 1.28202 -7.17289
H: 0.02697 1.64764 -5.43344

Atomic partial charges in e from the Mulliken method, atoms 1 to 4: atom 1 (C): -1.275, atom 2 (C): -0.248, atom 3 (O): 0.074, atom 4 (C): -1.514



Entry 4:
C30H59BF2FeSSi4Te | wB97M-V/def2-TZVPD

Values from the calculation:
Energy relative to the best compared isomer or geometry (same formula, charge and spin), kJ/mol: 17.87
Expectation value of S²: 6.081
2S+1: 5
HOMO (spin up / spin down), eV: 0.60 / -1.22
LUMO (spin up / spin down), eV: 4.27 / 4.25
Charge: -2
Frontier orbital gap (spin up / spin down), eV: 3.7 / 5.5

CARTESIAN COORDINATES (ANGSTROEM)
Fe: 0.38990 -0.01897 1.05210
C: 0.25986 1.58029 3.05805
C: -0.92534 0.79924 3.06590
C: -1.63464 1.10358 1.84554
C: -0.82035 2.03047 1.13489
C: 0.34463 2.32243 1.86982
C: 1.38266 3.36018 1.48858
C: 2.01626 3.01065 0.13679
C: 2.48626 3.44843 2.54428
C: 0.70157 4.73357 1.38275
C: -3.03338 0.74290 1.31984
C: -4.12886 0.86666 2.38814
C: -3.07605 -0.65961 0.69519
C: -3.43353 1.71847 0.20166
C: -1.26361 -0.08707 4.26869
C: -2.22790 0.63115 5.23121
C: -1.82942 -1.45454 3.86768
C: 0.00318 -0.38454 5.08833
H: 1.02367 1.54802 3.81719
H: -1.07365 2.47507 0.18747
H: 2.53405 2.05049 0.20212
H: 2.73778 3.77833 -0.16594
H: 1.25913 2.92235 -0.64485
H: 3.00409 2.49330 2.65050
H: 2.07397 3.72634 3.51769
H: 3.22221 4.20498 2.25530
H: -0.07811 4.71603 0.61877
H: 1.43025 5.50694 1.11639
H: 0.23766 5.00138 2.33527
H: -4.04588 0.10691 3.16126
H: -5.10870 0.74536 1.91552
H: -4.09627 1.85016 2.86404
H: -2.81050 -1.43874 1.40656
H: -2.35883 -0.71146 -0.12544
H: -4.07465 -0.87671 0.29841
H: -3.42559 2.75137 0.55840
H: -4.44074 1.47634 -0.14972
H: -2.75986 1.64170 -0.65196
H: -3.18036 0.88108 4.76895
H: -1.77020 1.56113 5.57669
H: -2.42524 0.00176 6.10669
H: -2.81523 -1.38411 3.41515
H: -1.92001 -2.09367 4.75232
H: -1.15990 -1.94394 3.15625
H: 0.41552 0.52344 5.53129
H: 0.77553 -0.84282 4.46987
H: -0.24727 -1.06625 5.90723
Te: 2.80254 -0.48117 2.18216
C: 3.59906 -2.43317 2.10795
C: 4.75348 -2.87264 1.52305
C: 4.97942 -4.26783 1.67176
C: 3.99277 -4.88824 2.37747
S: 2.79102 -3.75748 2.85765
H: 5.40325 -2.20778 0.97041
H: 5.83190 -4.79057 1.25681
H: 3.90591 -5.93660 2.61629
C: 0.17925 -4.11168 -2.21203
Si: -0.77878 -2.48096 -2.45364
C: -1.00247 -2.46798 -4.34870
C: -2.51809 -2.90024 -1.80583
Si: 0.14978 -0.48254 -1.51782
Si: 2.20179 -0.25396 -2.66489
C: 3.74104 -0.86761 -1.74233
C: 2.30750 -1.17803 -4.33014
C: 2.59592 1.55516 -3.10728
Si: -1.03116 0.93498 -3.32079
C: -1.00267 2.77892 -2.78166
C: -2.91621 0.56999 -3.34165
C: -0.65411 1.12528 -5.20457
H: -0.33215 -4.91349 -2.75763
H: 0.24172 -4.40155 -1.16369
H: 1.19851 -4.03621 -2.59840
H: -1.45286 -3.42454 -4.63960
H: -0.05357 -2.37230 -4.87522
H: -1.66393 -1.67327 -4.69309
H: -2.86762 -3.82851 -2.27131
H: -3.23828 -2.11118 -2.03452
H: -2.50320 -3.04897 -0.72427
H: 3.71234 -1.94997 -1.60953
H: 3.80748 -0.42015 -0.74779
H: 4.65119 -0.61023 -2.29755
H: 2.17472 -2.25379 -4.19438
H: 3.29364 -1.01874 -4.78134
H: 1.55175 -0.81850 -5.03179
H: 3.00865 2.07791 -2.24145
H: 1.71870 2.10963 -3.44875
H: 3.34738 1.58387 -3.90367
H: -0.78099 2.92040 -1.72218
H: -1.96310 3.26212 -2.99293
H: -0.23744 3.31752 -3.35011
H: -3.34875 0.52842 -2.33947
H: -3.13694 -0.38119 -3.83157
H: -3.43586 1.35829 -3.89930
H: 0.36487 1.49176 -5.36145
H: -1.34025 1.85088 -5.66317
H: -0.75764 0.17924 -5.74259
F: -0.14701 -2.61396 0.79126
B: 0.85333 -1.94603 0.08836
F: 1.87003 -2.79140 -0.18595

Atomic partial charges in e from the Mulliken method, atoms 1 to 4: atom 1 (Fe): -0.266, atom 2 (C): -0.745, atom 3 (C): 1.204, atom 4 (C): -0.318



no.,maximum force (eV/A),electronic energy (eV)
1,4.29,-141373.3740
2,8.16,-236698.4926
3,3.10,-119606.0425
4,0.69,-122210.3960